No. 1
Density functional theory data (ωB97M-V with the def2-TZVPD basis set) for a structure of composition C50H56BCeN12OS at a distorted geometry.

Structure (ORCA input):
```
! wB97M-V def2-TZVPD RIJCOSX def2/J DEFGRID3
* xyz 0 2
Ce 11.38500 13.15259 17.34262
C 9.45782 16.84168 20.27502
C 9.36804 15.58194 19.67033
N 10.51719 15.33635 18.96895
N 11.28467 16.38794 19.12197
C 10.65483 17.32962 19.86032
B 12.70808 16.52403 18.51396
N 13.56870 15.37739 19.05419
C 14.61420 15.47588 19.85792
C 15.06838 14.21121 20.15907
C 14.20207 13.37143 19.43941
N 13.24407 14.06843 18.85458
N 12.56585 16.57390 17.00421
C 12.69909 17.69042 16.27157
C 12.40355 17.41718 14.97659
C 12.08706 16.05569 14.97072
N 12.17950 15.55298 16.18513
H 8.64944 17.36094 20.77955
H 8.53270 14.86635 19.75518
H 11.17847 18.29818 20.07532
H 13.19977 17.62914 18.87660
H 14.90030 16.44229 20.14793
H 15.84433 13.83025 20.77382
H 14.25165 12.30515 19.40300
H 12.97559 18.61192 16.81320
H 12.26186 18.16053 14.19943
H 11.82843 15.49320 14.08071
C 13.95508 12.81669 14.43834
N 13.38927 12.26799 15.70228
C 13.95460 11.22892 16.20375
C 13.55554 10.58822 17.41100
C 14.16037 9.51058 18.10495
C 13.42870 9.26874 19.24538
C 12.39386 10.25220 19.28371
N 12.42469 11.02092 18.19481
C 13.00283 12.48266 13.34227
C 13.33298 11.56083 12.33956
C 12.39176 11.10763 11.41708
C 11.10863 11.68397 11.38055
C 10.80760 12.58304 12.37151
C 11.69695 12.92111 13.39515
H 14.94108 12.44198 14.18954
H 14.05050 13.85585 14.54144
H 14.79833 10.72699 15.68858
H 15.00096 9.00097 17.66961
H 13.50478 8.43482 19.88909
H 11.65414 10.44713 20.06166
H 14.32729 11.16966 12.36282
H 12.65459 10.36523 10.67886
H 10.34010 11.41882 10.63266
H 9.76846 12.93802 12.43089
H 11.42512 13.59905 14.18289
O 9.24999 12.98560 16.97198
H 8.57133 13.66212 17.05439
H 8.58326 11.47834 18.65726
N 10.39194 9.91073 14.80951
C 10.76125 10.78137 15.51283
H 10.28831 9.12642 14.18133
S 7.63096 18.35699 12.39134
C 7.63540 17.45629 13.97132
C 8.69979 17.55634 14.89589
C 8.70027 16.75255 16.05348
N 7.62818 16.02982 16.44495
C 6.59717 15.98554 15.55549
C 6.55590 16.66167 14.34748
C 8.57141 17.14958 11.46599
C 8.19308 15.82207 11.41734
C 8.85087 14.97370 10.56440
N 9.86994 15.31959 9.75143
C 10.22431 16.63740 9.80262
C 9.61753 17.58525 10.61635
H 9.57659 18.19552 14.76452
H 9.55071 16.72022 16.75705
H 5.72483 15.39972 15.93139
H 5.67060 16.60159 13.68200
H 7.44284 15.40099 12.10315
H 8.50828 13.96084 10.51310
H 10.85015 16.99363 8.96219
H 9.80570 18.61741 10.42453
C 9.50404 9.07779 23.89802
C 9.61482 10.09152 22.75835
C 10.40024 11.19661 22.88102
C 10.46915 12.22652 21.96273
C 11.15778 13.54126 22.22544
C 9.69625 11.99258 20.78097
C 9.00015 10.80391 20.53799
C 8.84153 9.89473 21.59095
N 8.34753 10.73859 19.32177
C 7.74140 9.56210 18.65051
C 6.35327 9.23818 19.14795
C 5.70370 8.17926 18.19510
C 5.68942 8.64139 16.77661
C 7.09530 8.95783 16.27649
C 7.96455 7.72933 16.34042
C 7.97433 7.20429 17.82889
C 6.55923 6.89366 18.30324
C 8.66421 8.33639 18.67672
C 7.68660 10.06391 17.19069
H 8.53740 9.25589 24.42928
H 10.29811 9.04872 24.59593
H 9.46205 8.09342 23.41853
H 10.93112 11.26450 23.85531
H 12.21823 13.54985 21.87236
H 11.16881 13.85616 23.31032
H 10.71021 14.37250 21.73895
H 9.73514 12.74572 20.00302
H 8.25532 9.01626 21.52623
H 5.74174 10.11906 19.19244
H 6.45170 8.85834 20.16218
H 4.69698 7.94931 18.52442
H 5.06977 9.52181 16.72254
H 5.21100 7.89777 16.11242
H 7.02153 9.33352 15.24974
H 8.99739 7.96638 16.15564
H 7.60221 6.96628 15.68663
H 8.58220 6.26190 17.90531
H 6.52584 6.51543 19.32128
H 6.06902 6.19563 17.59426
H 9.58709 8.62691 18.16916
H 8.90076 7.92533 19.67263
H 7.05033 10.98616 17.11745
H 8.72346 10.28143 16.85602
*
```

Results
HOMO level, eV: -7.2
Frontier orbital gap, eV: 7.34
LUMO energy, eV: 0.1542
<S²>: 0.751

---

No. 2
Density functional theory data (ωB97M-V with the def2-TZVPD basis set) for a structure of composition C50H57N6O7ReSSb2.

Structure (ORCA input):
```
! wB97M-V def2-TZVPD RIJCOSX def2/J DEFGRID3
* xyz -1 4
Re 0.48779 0.50633 0.83216
C -3.56589 -1.98294 -1.72960
C -2.99783 -3.16819 -0.94247
C -2.71853 -2.85885 0.52700
Sb -0.99740 -1.84883 1.38270
C 0.17210 -3.58965 1.74273
C 0.42459 -4.47650 0.70068
C 1.21187 -5.60129 0.91027
C 1.75004 -5.84976 2.16374
C 1.51111 -4.96329 3.20551
C 0.73065 -3.83412 2.99692
C -2.14047 -1.80822 3.19831
C -2.80429 -0.63511 3.55646
C -3.63029 -0.59762 4.67201
C -3.81578 -1.73851 5.44072
C -3.18295 -2.91807 5.07660
C -2.35867 -2.95326 3.95815
Sb -2.05928 -0.86990 -2.79986
C -3.46115 0.38834 -3.85279
C -2.94322 1.30463 -4.76805
C -3.77468 2.15600 -5.48186
C -5.14798 2.11556 -5.28104
C -5.67866 1.22127 -4.36328
C -4.83994 0.36577 -3.65744
C -2.00709 -2.38175 -4.33824
C -2.95374 -2.47227 -5.35799
C -2.89995 -3.50091 -6.28929
C -1.89871 -4.46020 -6.20977
C -0.95210 -4.38226 -5.19914
C -1.00299 -3.34693 -4.27257
H -4.10285 -1.31084 -1.05537
H -4.26894 -2.32620 -2.49145
H -2.12359 -3.60549 -1.43611
H -3.75542 -3.96081 -0.94451
H -2.65258 -3.79270 1.09255
H -3.56010 -2.30214 0.94534
H 0.05220 -4.27436 -0.29529
H 1.41934 -6.26758 0.08221
H 2.36778 -6.72525 2.32572
H 1.94513 -5.14226 4.18224
H 0.57744 -3.13079 3.80359
H -2.68237 0.25497 2.94943
H -4.13177 0.32561 4.93894
H -4.45708 -1.71095 6.31341
H -3.33081 -3.81705 5.66338
H -1.87066 -3.88363 3.69121
H -1.87025 1.36299 -4.92220
H -3.34917 2.85877 -6.18811
H -5.79966 2.78265 -5.83208
H -6.74876 1.18736 -4.19463
H -5.27888 -0.32531 -2.94692
H -3.74074 -1.72938 -5.43270
H -3.64100 -3.55365 -7.07868
H -1.85665 -5.26371 -6.93555
H -0.16451 -5.12269 -5.12751
H -0.25024 -3.30682 -3.49494
C 1.06223 0.95084 -2.84044
C 2.40820 1.60631 -3.08612
C 2.21172 2.66596 -4.18385
C 3.11024 2.24398 -1.88912
C 4.33684 2.83699 -2.18400
C 5.05637 3.59486 -1.28267
C 4.50375 3.82620 -0.02874
C 3.30703 3.25138 0.34518
C 2.65488 3.64653 1.65156
C 3.61307 4.22310 2.68963
C 1.55908 4.67266 1.34415
C 2.62254 2.34264 -0.55059
N 1.57642 1.62768 -0.06471
H 0.70877 0.52942 -3.78803
H 0.32104 1.66702 -2.48270
H 1.12091 0.13813 -2.12610
H 3.08096 0.83229 -3.47698
H 1.55533 3.45781 -3.81463
H 1.73455 2.21087 -5.05538
H 3.14241 3.12775 -4.51223
H 4.73722 2.69715 -3.18258
H 6.01139 4.02497 -1.55775
H 5.02088 4.47936 0.66462
H 2.19320 2.75478 2.08279
H 4.01412 5.19064 2.37704
H 4.45385 3.55880 2.88103
H 3.08167 4.38060 3.63152
H 2.00387 5.52976 0.82976
H 1.08457 5.02958 2.26139
H 0.78535 4.24324 0.71321
C -3.66494 1.43992 0.26762
O -2.44220 0.79245 0.61107
C -1.30533 1.30035 -0.03290
O -1.46895 2.10553 -0.91446
H -4.44467 0.94061 0.84229
H -3.87304 1.35965 -0.80088
H -3.61853 2.49835 0.52922
O 2.70902 -1.89628 -2.01829
N 1.66602 -2.54303 -1.77269
O 1.60874 -3.74116 -2.05234
O 0.69052 -1.97645 -1.21880
C -1.31944 4.12809 4.49677
N -0.74657 2.80525 4.31638
C -0.31603 2.09993 5.40363
C 0.19071 0.87045 5.28657
C 0.26395 0.25405 3.96895
O 0.57747 -0.92125 3.83750
N -0.04721 1.04699 2.87423
C -0.62234 2.28932 3.01874
O -1.02780 2.94760 2.07943
H -0.57872 4.81542 4.91050
H -2.17926 4.08085 5.16730
H -1.63729 4.48947 3.52449
H -0.43769 2.59863 6.35716
H 0.49460 0.28411 6.13880
C 5.02955 0.32285 3.09550
N 4.94953 0.18271 1.65634
C 5.94251 0.49908 0.74746
C 5.45313 0.22423 -0.47992
N 4.18184 -0.25794 -0.30347
C 3.86739 -0.27766 0.99206
S 2.43767 -0.88048 1.71699
H 5.38723 -0.59958 3.55420
H 4.03452 0.53734 3.47925
H 5.70825 1.13707 3.33346
H 6.88831 0.90522 1.05616
H 5.88319 0.36220 -1.45405
H 3.51090 -0.60535 -1.01210
*
```

Results
HOMO level (alpha / beta), eV: -3.6 / -5.2
Relative energy (zero: lowest compared OMol25 entry of this formula, charge and spin), kcal/mol: 5.4
Frontier orbital gap (alpha / beta), eV: 5.89 / 7.45
LUMO energy (alpha / beta), eV: 2.2518 / 2.2454
<S²>: 3.791

---

Q: The highest <S²> belongs to which entry?
A: C50H57N6O7ReSSb2

---

Q: Which of these has the highest <S²>?
A: C50H57N6O7ReSSb2

---

Q: Which of these has the lowest <S²>?
A: C50H56BCeN12OS

---

Q: Which value of <S²> does entry 1 give?
A: 0.751